{"formula": "C6H10", "method": "wB97M-V/def2-TZVPD", "species": ["C", "C", "C", "C", "C", "C", "H", "H", "H", "H", "H", "H", "H", "H", "H", "H"], "positions_angstrom": [[0.52791, 1.77897, -0.61688], [0.48201, 0.63124, 0.41107], [-0.93903, 0.24837, 0.86040], [-0.66276, -1.20651, 0.55453], [-0.17527, -1.51455, -0.84854], [0.77122, -1.02643, 0.15499], [0.76069, 2.77589, -0.19967], [1.27862, 1.57829, -1.37761], [-0.44270, 1.90607, -1.12726], [1.34208, 0.40859, 0.99897], [-1.22988, 0.44767, 1.89674], [-1.71316, 0.67921, 0.20803], [-1.06969, -2.00976, 1.15308], [-0.34801, -0.84965, -1.68955], [-0.15082, -2.57237, -1.08597], [1.59051, -1.65602, 0.56577]], "atomic_forces_ev_per_a": [[0.32, -0.42, -0.11], [0.40, -1.74, -1.12], [-0.07, -0.16, 0.07], [-0.53, -0.35, 0.12], [-0.41, -0.16, -0.37], [-0.34, 0.44, -0.53], [-0.01, -0.58, 0.22], [0.12, 0.07, -0.18], [0.38, -0.29, 0.18], [0.30, 2.34, 2.12], [0.23, 0.01, -0.08], [0.23, 0.04, 0.21], [0.10, -0.16, -0.06], [-0.36, -0.15, 0.02], [-0.05, 0.06, -0.05], [-0.31, 1.06, -0.45]], "orbital_gap_ev": 10.36, "smiles": "C[C@H]1C[C@H]2C[C@H]21", "charge": 0, "largest_force_ev_per_a": 3.174, "e_tot_ha": -234.4957, "lumo_energy_ev": 1.241, "homo_energy_ev": -9.1}


{"formula": "C6H10", "method": "wB97M-V/def2-TZVPD", "species": ["C", "C", "C", "C", "C", "C", "H", "H", "H", "H", "H", "H", "H", "H", "H", "H"], "positions_angstrom": [[-1.01077, -0.79401, -1.45457], [-1.10249, -1.80740, -2.30362], [0.29363, -0.39956, -0.77296], [0.07565, 0.18156, 0.58696], [0.92657, 1.02617, 1.15179], [0.77570, 1.66125, 2.48955], [-1.88129, -0.25032, -1.10473], [-2.02474, -2.25502, -2.63529], [-0.20763, -2.31670, -2.64877], [0.81962, 0.34563, -1.37734], [0.91401, -1.29753, -0.71091], [-0.79811, -0.22333, 1.09695], [1.80714, 1.32092, 0.58401], [-0.28129, 1.84697, 2.69054], [1.39151, 2.54060, 2.65027], [1.01995, 0.99346, 3.33009]], "atomic_forces_ev_per_a": [[0.43, -0.18, 0.42], [0.20, -0.18, 0.14], [-0.26, 0.06, -0.75], [0.13, -0.34, 0.08], [0.09, 0.18, -0.14], [-0.50, -0.68, 1.10], [-0.20, -0.10, -0.12], [-0.30, 0.38, -0.24], [0.04, -0.04, 0.17], [0.11, -0.13, -0.05], [0.09, 0.09, -0.05], [0.03, 0.37, 0.26], [-0.07, -0.04, -0.08], [0.05, 0.52, -0.14], [-0.19, 0.23, -0.26], [0.34, -0.13, -0.35]], "orbital_gap_ev": 10.33, "smiles": "C=CC/C=C/C", "charge": 0, "largest_force_ev_per_a": 1.388, "e_tot_ha": -234.5575, "lumo_energy_ev": 1.266, "homo_energy_ev": -9.1}


{"formula": "C6H10", "method": "wB97M-V/def2-TZVPD", "species": ["C", "C", "C", "C", "C", "C", "H", "H", "H", "H", "H", "H", "H", "H", "H", "H"], "positions_angstrom": [[-0.64410, -1.15665, 0.84588], [-1.37966, 0.06188, 0.23721], [-0.57774, 0.69741, -0.89766], [0.84478, 0.98092, -0.41993], [1.54046, -0.33708, -0.03733], [0.76550, -1.47694, 0.53354], [-0.46092, -1.00333, 1.93318], [-1.25729, -2.06638, 0.83419], [-2.36866, -0.24819, -0.11877], [-1.55380, 0.82248, 1.00990], [-1.06734, 1.61563, -1.24204], [1.42428, 1.50254, -1.19116], [0.79924, 1.65468, 0.44724], [2.36628, -0.17736, 0.67476], [2.06229, -0.77273, -0.90613], [-0.54170, 0.01180, -1.75685]], "atomic_forces_ev_per_a": [[0.10, -0.10, -0.10], [-0.02, 0.06, -0.01], [-0.01, 0.01, -0.05], [-0.03, 0.02, 0.05], [-0.06, -0.06, 0.05], [-0.18, 0.38, -0.05], [0.02, -0.05, -0.04], [0.11, 0.13, 0.04], [0.16, 0.03, 0.05], [0.02, -0.12, -0.11], [0.07, -0.14, 0.05], [-0.08, -0.09, 0.12], [0.01, -0.10, -0.10], [-0.04, -0.06, -0.12], [-0.06, 0.01, 0.12], [0.00, 0.07, 0.10]], "orbital_gap_ev": 8.56, "charge": 0, "largest_force_ev_per_a": 0.425, "e_tot_ha": -234.4893, "lumo_energy_ev": 0.652, "homo_energy_ev": -7.9}


{"formula": "C6H10", "method": "wB97M-V/def2-TZVPD", "species": ["C", "C", "C", "C", "C", "C", "H", "H", "H", "H", "H", "H", "H", "H", "H", "H"], "positions_angstrom": [[-0.18936, 1.62587, -0.42236], [-0.04604, 0.14398, -0.42268], [-0.49735, -0.64485, 0.63485], [-1.31297, -0.11027, 1.74024], [1.65696, -1.45698, -1.17905], [0.83241, -0.39987, -1.41754], [-0.32929, 2.08501, -1.40150], [0.73875, 2.01063, -0.03036], [-1.02315, 1.97207, 0.18136], [-0.15577, -1.66711, 0.71775], [-2.12797, 0.55041, 1.46715], [-0.63153, 0.50809, 2.33934], [-1.74928, -0.91906, 2.32030], [1.35529, -2.23549, -0.49166], [2.58986, -1.60589, -1.69124], [0.88945, 0.14347, -2.34459]], "atomic_forces_ev_per_a": [[-1.04, 0.01, -0.30], [0.57, -0.35, -0.15], [-0.10, 0.62, 0.14], [-0.09, -0.50, 0.02], [-0.75, -0.33, -0.01], [-0.24, -0.07, 0.04], [0.17, -0.34, -0.19], [0.37, 0.34, 0.30], [0.12, -0.01, 0.22], [-0.18, -0.11, -0.15], [-0.03, 0.19, -0.42], [-0.05, -0.12, 0.30], [0.24, 0.09, 0.27], [0.41, 0.18, 0.48], [0.03, -0.07, -0.48], [0.57, 0.47, -0.06]], "orbital_gap_ev": [9.26, 8.13], "multiplicity": 2, "charge": 1, "largest_force_ev_per_a": 1.087, "e_tot_ha": -234.2605, "lumo_energy_ev": [-5.149, -7.490], "homo_energy_ev": [-14.4, -15.6]}


{"formula": "C6H10", "method": "wB97M-V/def2-TZVPD", "species": ["C", "C", "C", "C", "C", "C", "H", "H", "H", "H", "H", "H", "H", "H", "H", "H"], "positions_angstrom": [[1.97031, -1.39883, 0.31338], [0.99382, -0.13972, 0.22899], [1.68630, 1.08483, -0.05873], [-2.82469, 0.16839, -0.23786], [-1.41519, 0.64175, -0.23842], [-0.38967, -0.34045, 0.31663], [2.84058, -0.93155, 0.95824], [1.61914, -2.39494, 0.76109], [2.30382, -1.54349, -0.65916], [1.03404, 1.94247, -0.21853], [2.71314, 1.19248, -0.41937], [-1.97224, 0.92156, 0.74485], [-3.67996, 0.62350, 0.26377], [-3.33201, 0.04257, -1.19018], [-0.82385, 1.44154, -0.73753], [-0.72352, -1.31012, 0.17280]], "atomic_forces_ev_per_a": [[0.01, 1.79, 3.51], [3.76, 0.06, 0.31], [-3.36, -2.05, -0.53], [-2.60, -0.09, -3.55], [2.26, -1.01, 4.17], [-1.12, 3.67, -3.80], [-1.44, -1.66, -1.26], [0.17, 1.83, -0.55], [0.82, -0.52, -1.73], [0.47, 0.25, 0.36], [-0.17, -0.40, 0.70], [2.26, 1.35, 0.41], [0.69, -0.04, 1.40], [0.61, -0.77, -0.73], [-1.74, -0.17, -0.01], [-0.61, -2.25, 1.30]], "orbital_gap_ev": [6.97, 7.49], "multiplicity": 2, "charge": 1, "largest_force_ev_per_a": 5.402, "e_tot_ha": -234.0839, "lumo_energy_ev": [-7.073, -7.038], "homo_energy_ev": [-14.0, -14.5]}


{"formula": "C6H10BNO2", "method": "wB97M-V/def2-TZVPD", "species": ["B", "C", "C", "C", "C", "C", "C", "N", "O", "O", "H", "H", "H", "H", "H", "H", "H", "H", "H", "H"], "positions_angstrom": [[0.08377, 0.57787, -1.24695], [-0.17664, 0.12826, 0.32360], [0.63147, -0.65219, 1.25664], [-1.29828, 0.38534, 1.09865], [1.05608, -0.42030, -2.03560], [1.91117, -1.33867, 0.92442], [-2.55561, 1.02032, 0.82208], [0.07086, -0.70517, 2.44994], [-1.09277, -0.10526, 2.37978], [-0.32003, 1.80580, -1.58118], [0.82029, -1.32422, -1.49441], [2.06872, -0.19277, -1.78727], [0.95353, -0.35976, -3.16595], [2.65059, -1.39858, 1.78576], [1.79305, -2.39015, 0.56849], [2.31633, -0.73999, 0.05379], [-3.13865, 1.19896, 1.79096], [-2.50567, 1.96372, 0.25195], [-3.08079, 0.38076, 0.11859], [-0.18743, 2.16604, -2.51328]], "atomic_forces_ev_per_a": [[1.59, -1.32, 2.05], [-1.18, 0.06, 0.07], [-0.71, 0.22, 0.17], [2.98, -0.48, 0.63], [-1.72, 1.29, -1.04], [1.41, 0.16, -0.23], [-2.14, 1.18, 0.56], [2.51, -1.37, -0.79], [-2.38, 1.61, -1.54], [-0.66, 1.62, -2.07], [0.09, -0.93, -0.92], [0.82, 0.37, 0.07], [0.03, -0.67, 1.39], [-0.98, 0.36, -1.05], [-0.24, 0.78, 0.21], [0.16, -0.94, 1.32], [0.63, -0.39, -1.53], [0.48, -0.19, 0.54], [-0.63, -0.27, 0.28], [-0.06, -1.10, 1.89]], "orbital_gap_ev": 9.30, "smiles": "CB(O)c1c(C)noc1C", "charge": 0, "largest_force_ev_per_a": 3.261, "e_tot_ha": -464.7090, "lumo_energy_ev": 0.278, "homo_energy_ev": -9.0}


Ordered ΔE to the lowest compared entry with this formula, charge and spin results: 67.0; 28.2; 71.0; 3.4; 114.2; 46.5; unit kcal/mol.